Record 1
C22H20BInN10O4 | ωB97M-V with the def2-TZVPD basis set

HOMO (alpha / beta): -11.8 / -11.8 eV
Expectation value of S²: 0.76
Kohn-Sham gap (alpha / beta): 9.2 / 6.7 eV

```
! wB97M-V def2-TZVPD RIJCOSX def2/J DEFGRID3
* xyz 1 2
In -0.76 0.33 0.67
C -1.49 3.83 -0.09
C -2.83 3.58 -0.08
C -3.10 2.70 1.00
C -1.85 2.37 1.66
C -0.87 3.11 1.02
H -0.95 4.44 -0.80
H -3.55 3.95 -0.78
H -4.07 2.30 1.27
H -1.79 1.95 2.66
H 0.17 3.17 1.30
C 2.01 1.33 4.06
C 0.72 1.38 3.53
N 0.64 0.62 2.44
N 1.86 0.05 2.26
C 2.70 0.48 3.22
B 2.20 -0.86 1.04
N 1.11 -1.99 0.93
C 1.27 -3.30 0.72
C 0.04 -3.91 0.67
C -0.87 -2.88 0.85
N -0.22 -1.73 1.02
N 2.15 0.04 -0.24
C 2.97 0.19 -1.29
C 2.43 1.11 -2.16
C 1.23 1.49 -1.57
N 1.06 0.86 -0.41
N 3.53 -1.51 1.28
C 3.82 -2.34 2.33
C 5.13 -2.72 2.21
C 5.58 -2.07 1.05
N 4.63 -1.34 0.49
H 2.38 1.83 4.93
H -0.13 1.93 3.89
H 3.72 0.15 3.25
H 2.26 -3.72 0.62
H -0.17 -4.95 0.52
H -1.95 -2.90 0.85
H 3.90 -0.36 -1.32
H 2.85 1.46 -3.09
H 0.46 2.16 -1.94
H 3.07 -2.59 3.06
H 5.68 -3.37 2.87
H 6.56 -2.10 0.60
O -5.09 -2.49 -3.73
C -4.33 -1.73 -2.92
O -3.95 -2.17 -1.87
C -3.97 -0.37 -3.36
C -4.38 0.42 -4.41
N -3.70 1.58 -4.29
N -2.87 1.61 -3.23
C -3.04 0.43 -2.67
C -2.26 0.05 -1.45
O -1.15 -0.46 -1.59
O -2.70 0.38 -0.28
H -5.25 -2.05 -4.57
H -5.08 0.27 -5.21
H -3.75 2.38 -4.90
*
```

Record 2
C22H20BeCl2N6O4S | ωB97M-V with the def2-TZVPD basis set

HOMO: -7.9 eV
Kohn-Sham gap: 7.1 eV

```
! wB97M-V def2-TZVPD RIJCOSX def2/J DEFGRID3
* xyz 0 1
Be 1.30 0.74 -0.72
C 5.29 0.68 -0.08
C 3.81 0.89 -0.13
N 2.95 0.13 -0.65
N 3.27 -1.03 -1.31
C 3.32 -2.18 -0.53
N 3.11 -3.32 -1.24
S 3.43 -2.13 1.12
C 3.13 2.09 0.43
C 3.71 3.25 0.92
C 2.91 4.25 1.49
C 1.56 4.05 1.60
C 1.02 2.92 1.01
N 1.80 1.98 0.45
H 5.77 1.54 -0.54
H 5.56 -0.20 -0.67
H 5.68 0.57 0.93
H 2.47 -1.15 -1.97
H 2.70 -3.26 -2.18
H 2.94 -4.14 -0.70
H 4.77 3.33 0.79
H 3.42 5.13 1.86
H 0.91 4.78 2.05
H -0.07 2.76 0.91
O -0.29 2.52 -1.49
N 0.41 2.28 -2.43
O 1.38 1.40 -2.20
Cl -2.26 0.51 2.09
C -3.05 0.99 0.65
C -2.93 2.32 0.26
C -3.70 2.75 -0.80
C -4.58 1.88 -1.44
C -4.64 0.55 -1.07
Cl -5.73 -0.53 -1.84
C -3.87 0.06 0.01
N -4.05 -1.26 0.37
C -3.07 -2.21 0.79
C -3.39 -3.01 1.90
C -2.54 -3.96 2.37
C -1.29 -4.07 1.80
C -0.95 -3.29 0.68
C -1.85 -2.35 0.14
C -1.53 -1.69 -1.16
C -0.11 -1.20 -1.22
O 0.74 -1.71 -1.95
O 0.14 -0.22 -0.42
H -2.22 2.95 0.78
H -3.69 3.78 -1.17
H -5.23 2.22 -2.24
H -4.92 -1.66 0.10
H -4.34 -2.83 2.37
H -2.81 -4.59 3.20
H -0.52 -4.74 2.17
H 0.02 -3.34 0.20
H -2.21 -0.83 -1.31
H -1.70 -2.37 -1.99
*
```

Record 3
C22H20BrF3N6O3RuS | ωB97M-V with the def2-TZVPD basis set

HOMO: -13.6 eV
Kohn-Sham gap: 5.8 eV

```
! wB97M-V def2-TZVPD RIJCOSX def2/J DEFGRID3
* xyz 2 1
Ru 0.13 0.18 -0.46
F -0.19 -4.22 2.34
C -1.18 -3.48 2.87
F -1.40 -3.88 4.11
F -2.28 -3.72 2.14
C -0.83 -2.01 2.81
C -0.74 -1.23 3.95
C -0.39 0.11 3.85
C -0.12 0.63 2.61
N -0.21 -0.13 1.51
C -0.55 -1.41 1.59
S -0.58 -2.13 0.01
H -0.94 -1.68 4.92
H -0.31 0.74 4.73
H 0.17 1.66 2.46
C -3.37 4.26 0.65
N -2.17 3.58 0.18
C -1.04 4.19 -0.33
C -0.17 3.21 -0.65
N -0.76 2.00 -0.33
C -1.96 2.26 0.17
H -4.08 4.39 -0.16
H -3.10 5.24 1.05
H -3.84 3.68 1.44
H -0.96 5.26 -0.42
H 0.83 3.27 -1.06
H -2.68 1.53 0.49
C -3.20 -0.90 -3.91
N -1.80 -0.48 -3.88
C -1.02 -0.41 -5.00
C 0.28 -0.04 -4.94
C 0.84 0.27 -3.67
N 0.05 0.17 -2.58
C -1.24 -0.17 -2.68
O -1.90 -0.18 -1.61
N 2.09 0.65 -3.52
H -3.51 -1.04 -4.95
H -3.83 -0.14 -3.45
H -3.32 -1.83 -3.36
H -1.50 -0.67 -5.93
H 0.88 0.02 -5.84
H 2.71 0.72 -4.31
H 2.43 0.90 -2.60
Br 8.53 -0.13 1.61
C 6.74 -0.10 1.03
C 5.87 -1.10 1.45
C 4.55 -1.06 1.05
C 4.10 -0.01 0.25
C 4.99 0.98 -0.18
C 6.31 0.93 0.21
C 2.70 0.06 -0.12
O 1.90 -0.90 0.07
O 2.17 1.10 -0.64
H 6.23 -1.90 2.08
H 3.86 -1.83 1.37
H 4.63 1.79 -0.80
H 7.01 1.69 -0.11
*
```

Record 4
C22H20Cl2N3Zn | ωB97M-V with the def2-TZVPD basis set

HOMO: -2.5 eV
ΔE to the lowest compared entry with this formula, charge and spin: 0.427 eV
Kohn-Sham gap: 4.8 eV

```
! wB97M-V def2-TZVPD RIJCOSX def2/J DEFGRID3
* xyz -1 1
Zn -0.52 -0.90 0.00
C 4.08 -0.77 -0.07
C 4.52 0.54 -0.05
C 3.59 1.56 -0.02
C 2.24 1.23 0.00
N 1.82 -0.04 -0.02
C 2.72 -1.02 -0.06
C 1.16 2.26 0.03
C 1.43 3.63 0.06
C 0.36 4.51 0.09
C -0.93 4.01 0.10
C -1.10 2.63 0.08
N -0.08 1.78 0.04
H 4.78 -1.60 -0.10
H 5.58 0.77 -0.06
H 3.92 2.59 0.00
H 2.26 -2.00 -0.07
H 2.44 4.00 0.05
H 0.54 5.58 0.11
H -1.79 4.66 0.13
H -2.08 2.16 0.08
C -5.79 -0.65 0.63
C -4.97 0.47 -0.02
C -5.45 0.69 -1.46
C -5.16 1.77 0.78
C -3.55 0.09 -0.02
C -2.38 -0.24 -0.01
H -6.86 -0.38 0.63
H -5.47 -0.82 1.65
H -5.67 -1.58 0.07
H -6.50 0.97 -1.47
H -5.31 -0.22 -2.05
H -4.87 1.49 -1.94
H -6.22 2.05 0.80
H -4.59 2.58 0.34
H -4.82 1.64 1.81
Cl 0.60 -3.77 -2.73
C 0.65 -4.61 -1.18
C 0.88 -5.96 -1.19
C 0.94 -6.68 0.00
C 0.78 -5.98 1.19
C 0.55 -4.63 1.18
Cl 0.37 -3.82 2.74
C 0.44 -3.79 0.00
N 0.26 -2.52 0.01
H 1.01 -6.46 -2.15
H 1.12 -7.75 -0.01
H 0.83 -6.50 2.14
*
```

Record 5
C22H20Cl3FeN3O | ωB97M-V with the def2-TZVPD basis set

HOMO (alpha / beta): -11.1 / -11.1 eV
Expectation value of S²: 8.76
Kohn-Sham gap (alpha / beta): 7.4 / 6.3 eV

```
! wB97M-V def2-TZVPD RIJCOSX def2/J DEFGRID3
* xyz 1 6
Fe 2.68 -0.37 -0.52
Cl 8.26 -1.49 3.64
C 6.71 -1.17 2.94
C 6.54 -1.32 1.58
C 5.28 -1.04 1.08
Cl 4.98 -1.22 -0.66
C 4.19 -0.62 1.83
O 3.01 -0.36 1.28
C 4.42 -0.49 3.20
Cl 3.12 0.02 4.21
C 5.66 -0.76 3.75
H 7.35 -1.64 0.94
H 5.81 -0.64 4.82
N -4.22 -1.14 -1.98
C -5.52 -1.08 -1.53
C -6.75 -1.10 -2.19
C -7.87 -1.03 -1.40
C -7.79 -0.94 0.01
C -6.58 -0.93 0.65
C -5.42 -1.00 -0.13
N -4.10 -1.01 0.25
C -3.42 -1.08 -0.87
C -1.96 -1.11 -0.90
C -1.22 -1.16 -2.08
C 0.15 -1.14 -2.01
N 0.82 -1.08 -0.85
C 0.11 -1.07 0.30
C -1.26 -1.08 0.31
H -3.93 -1.19 -2.94
H -6.82 -1.16 -3.27
H -8.85 -1.03 -1.87
H -8.70 -0.89 0.58
H -6.50 -0.87 1.73
H -1.69 -1.21 -3.05
H 0.75 -1.17 -2.92
H 0.68 -1.05 1.22
H -1.81 -1.06 1.24
C 0.49 2.49 -0.83
C 1.86 2.48 -0.17
C 2.35 3.92 0.07
C 2.90 1.75 -0.97
H -0.25 2.97 -0.18
H 0.12 1.49 -1.07
H 0.52 3.07 -1.76
H 1.79 2.01 0.83
H 2.51 4.43 -0.88
H 3.29 3.93 0.62
H 1.61 4.48 0.64
H 3.93 1.85 -0.64
H 2.79 1.78 -2.06
*
```

Record 6
C22H20CuIN2O7 | ωB97M-V with the def2-TZVPD basis set

HOMO (alpha / beta): -5.2 / -5.2 eV
Expectation value of S²: 0.75
ΔE to the lowest compared entry with this formula, charge and spin: 0.000 eV
Kohn-Sham gap (alpha / beta): 7.5 / 7.5 eV

```
! wB97M-V def2-TZVPD RIJCOSX def2/J DEFGRID3
* xyz -1 2
Cu -0.20 0.46 -0.42
C 3.71 -1.53 -1.48
C 3.19 -1.72 -0.08
N 3.72 -2.66 0.66
C 3.24 -2.83 1.91
C 2.26 -2.05 2.47
C 1.83 -2.33 3.88
O 2.23 -1.31 4.80
C 1.69 -1.01 1.69
C 0.75 -0.09 2.30
N 0.14 0.83 1.66
C -0.69 1.76 2.32
C -1.41 1.45 3.47
C -2.23 2.39 4.06
C -2.34 3.66 3.52
C -1.62 3.98 2.37
C -0.81 3.03 1.78
I 0.25 3.52 0.06
C 2.13 -0.85 0.36
O 1.69 0.03 -0.47
H 4.55 -2.20 -1.64
H 2.93 -1.74 -2.21
H 4.01 -0.50 -1.64
H 3.67 -3.65 2.48
H 0.75 -2.40 3.96
H 2.25 -3.29 4.19
H 3.12 -1.05 4.56
H 0.66 -0.15 3.39
H -1.37 0.44 3.87
H -2.80 2.13 4.94
H -2.99 4.40 3.97
H -1.71 4.97 1.93
O -1.79 -3.18 -1.55
C -1.39 -2.02 -1.50
O -0.74 -1.49 -0.53
C -1.60 -1.12 -2.73
C -0.27 -0.54 -3.24
C -0.39 -0.17 -4.72
C -1.34 1.05 -4.64
C -1.49 1.23 -3.13
O -0.21 0.77 -2.63
C -2.46 0.18 -2.56
C -2.92 0.57 -1.15
O -4.11 0.51 -0.88
O -2.02 1.05 -0.35
H -2.05 -1.75 -3.50
H 0.62 -1.10 -2.95
H 0.59 0.12 -5.11
H -0.78 -0.99 -5.32
H -0.90 1.94 -5.10
H -2.30 0.87 -5.11
H -1.66 2.25 -2.78
H -3.36 0.12 -3.16
*
```

Record 7
C22H20F10IrN8O3 | ωB97M-V with the def2-TZVPD basis set

HOMO (alpha / beta): -11.2 / -11.2 eV
ΔE to the lowest compared entry with this formula, charge and spin: 3.396 eV
Kohn-Sham gap (alpha / beta): 5.7 / 5.7 eV

```
! wB97M-V def2-TZVPD RIJCOSX def2/J DEFGRID3
* xyz 1 1
Ir 0.44 1.06 -0.05
C 1.17 3.45 -1.58
N 0.94 3.05 -0.17
C 2.21 3.16 0.61
C 3.13 2.01 0.24
N 2.38 0.73 0.25
C 3.07 -0.47 0.24
C 2.39 -1.68 0.53
F 0.40 -2.65 1.53
C 2.93 -2.93 0.27
F 2.80 -5.27 -0.02
C 4.28 -2.98 -0.09
F 4.94 -4.10 -0.30
C 5.01 -1.81 -0.27
F 6.28 -1.89 -0.63
C 4.41 -0.58 -0.15
F 5.15 0.48 -0.48
C -0.20 3.81 0.38
C -1.51 3.19 -0.12
N -1.30 1.78 -0.52
C -2.41 1.07 -0.97
C -2.28 0.28 -2.12
F -1.15 0.36 -2.85
C -3.28 -0.55 -2.57
F -3.07 -1.32 -3.64
C -4.50 -0.58 -1.91
F -5.46 -1.39 -2.33
C -4.69 0.24 -0.82
F -5.85 0.23 -0.17
C -3.66 1.06 -0.37
F -3.90 1.78 0.73
H 1.52 4.48 -1.61
H 0.23 3.36 -2.13
H 1.90 2.80 -2.05
H 1.94 3.09 1.67
H 2.69 4.12 0.43
H 3.96 1.97 0.95
H 3.56 2.15 -0.75
H -0.12 4.86 0.09
H -0.15 3.75 1.46
H -1.94 3.74 -0.97
H -2.24 3.23 0.68
O 0.26 1.53 2.06
O 0.73 0.78 2.96
N -0.70 -3.82 -2.14
C 0.15 -3.35 -1.17
C -0.07 -1.85 -1.06
N 0.24 -1.03 -0.14
C 0.97 -1.52 1.03
C 2.02 -4.17 0.29
N 0.96 -4.17 -0.65
H -1.50 -3.29 -2.44
H -0.72 -4.82 -2.27
H -0.53 -1.44 -1.94
H 0.92 -0.78 1.82
H 1.63 -4.35 1.29
N -3.87 -1.37 2.41
C -2.74 -0.61 2.33
N -2.60 0.35 3.28
O -1.93 -0.76 1.42
H -4.45 -1.39 3.23
H -3.91 -2.18 1.81
H -3.18 0.38 4.10
H -1.70 0.79 3.33
*
```

Record 8
C22H20ILiN2O2Te | ωB97M-V with the def2-TZVPD basis set

HOMO: -7.2 eV
ΔE to the lowest compared entry with this formula, charge and spin: 0.227 eV
Kohn-Sham gap: 7.2 eV

```
! wB97M-V def2-TZVPD RIJCOSX def2/J DEFGRID3
* xyz 0 1
Li 0.09 -1.02 -1.23
C -2.15 -1.99 -4.91
C -2.84 -2.21 -3.60
N -4.05 -2.79 -3.61
C -4.69 -2.98 -2.42
C -4.10 -2.70 -1.18
C -4.82 -3.20 0.00
O -3.93 -3.92 0.83
C -2.93 -1.96 -1.13
C -2.36 -1.53 0.12
N -1.17 -1.16 0.39
C -0.74 -0.92 1.74
C -1.56 -0.12 2.53
C -1.19 0.10 3.84
C 0.01 -0.33 4.33
C 0.85 -1.08 3.55
C 0.53 -1.33 2.22
I 1.93 -2.36 0.93
C -2.27 -1.60 -2.36
O -1.20 -0.85 -2.45
H -2.85 -2.30 -5.75
H -1.25 -2.62 -5.08
H -1.83 -0.99 -5.11
H -5.64 -3.51 -2.51
H -5.68 -3.81 -0.27
H -5.13 -2.31 0.57
H -3.84 -4.86 0.59
H -3.07 -1.61 1.02
H -2.49 0.21 2.12
H -1.85 0.67 4.44
H 0.31 -0.08 5.36
H 1.90 -1.29 3.86
C 3.13 1.47 0.91
Te 2.57 0.87 -1.15
C 2.60 2.96 -1.52
C 3.62 3.54 -0.47
C 4.39 4.68 -0.65
C 5.37 5.06 0.28
C 5.57 4.35 1.39
C 4.77 3.21 1.61
C 3.86 2.77 0.66
H 3.88 0.75 1.28
H 2.22 1.55 1.54
H 1.66 3.53 -1.43
H 3.09 3.18 -2.43
H 4.23 5.29 -1.50
H 5.94 5.97 0.03
H 6.33 4.67 2.17
H 4.81 2.59 2.45
*
```

Record 9
C22H20N2OPtS2 | ωB97M-V with the def2-TZVPD basis set

HOMO (alpha / beta): -14.4 / -14.4 eV
ΔE to the lowest compared entry with this formula, charge and spin: 0.203 eV
Kohn-Sham gap (alpha / beta): 4.7 / 4.7 eV

```
! wB97M-V def2-TZVPD RIJCOSX def2/J DEFGRID3
* xyz 2 1
Pt -0.38 -0.22 0.05
C 1.03 -0.44 4.26
C 1.07 -0.54 2.76
N 0.25 0.28 2.00
N -0.32 1.22 2.63
C -1.23 1.95 1.96
S -1.71 1.62 0.38
S -1.85 3.29 2.82
C -3.62 3.37 2.29
C -4.32 2.07 2.57
C -4.49 1.64 3.88
C -5.13 0.44 4.14
C -5.59 -0.35 3.08
C -5.43 0.08 1.78
C -4.79 1.29 1.52
C 1.96 -1.40 2.15
C 2.61 -2.42 2.92
C 3.58 -3.19 2.37
C 4.01 -2.98 1.01
C 3.45 -2.04 0.23
C 2.36 -1.24 0.73
O 1.82 -0.40 -0.02
H 0.45 0.42 4.58
H 2.04 -0.36 4.66
H 0.56 -1.33 4.68
H -3.68 3.67 1.25
H -4.00 4.18 2.91
H -4.14 2.25 4.70
H -5.29 0.13 5.16
H -6.08 -1.29 3.29
H -5.82 -0.52 0.96
H -4.71 1.64 0.50
H 2.32 -2.58 3.94
H 4.04 -3.97 2.96
H 4.81 -3.60 0.61
H 3.78 -1.85 -0.78
C -0.05 -2.97 -1.26
C -1.26 -2.70 -0.60
C -1.98 -1.55 -0.91
C -1.45 -0.64 -1.88
C -0.22 -0.94 -2.52
C 0.46 -2.10 -2.23
H 0.48 -3.89 -1.04
H -1.67 -3.42 0.09
H -3.00 -1.43 -0.55
H -2.06 0.18 -2.23
H 0.15 -0.27 -3.28
H 1.37 -2.35 -2.76
*
```

Number 1: calculated total energy -1913.75116 Eh. Number 2: calculated total energy -2813.28550 Eh. Number 3: calculated total energy -4770.88369 Eh. Number 4: calculated total energy -3714.29765 Eh. Number 5: calculated total energy -3733.91306 Eh. Number 6: calculated total energy -3424.85999 Eh. Number 7: calculated total energy -2616.65719 Eh. Number 8: calculated total energy -1683.57885 Eh. Number 9: calculated total energy -1950.10820 Eh.